Below is a cluster of 10 separate species, C28H82N6O12 in total, with properties calculated with wB97M-V/def2-TZVPD.

The geometry in XYZ format:
```
128
Properties=species:S:1:pos:R:3
C 3.582 2.913 3.772
C 2.711 2.839 2.484
C 1.255 2.892 2.886
O 0.837 1.610 3.318
C -0.526 1.576 3.700
N 3.094 4.059 1.726
H 4.655 2.948 3.631
H 3.273 2.099 4.440
H 3.148 3.753 4.320
H 2.923 1.903 1.964
H 0.673 3.095 1.966
H 0.942 3.739 3.509
H -0.634 1.833 4.754
H -0.869 0.547 3.582
H -1.210 2.169 3.086
H 3.850 3.826 1.090
H 2.313 4.322 1.123
C 2.884 -2.331 -4.324
C 2.755 -2.125 -2.815
C 3.859 -2.821 -2.055
O 3.845 -4.231 -2.234
C 2.940 -4.906 -1.395
N 2.890 -0.659 -2.562
H 2.112 -1.963 -4.999
H 2.905 -3.423 -4.454
H 3.838 -2.027 -4.761
H 1.755 -2.440 -2.490
H 3.859 -2.615 -0.982
H 4.821 -2.527 -2.481
H 3.184 -5.971 -1.347
H 1.887 -4.889 -1.680
H 3.114 -4.557 -0.372
H 2.031 -0.204 -2.888
H 2.599 -0.617 -1.571
C 3.157 -2.245 3.735
C 3.020 -1.561 5.108
C 4.402 -0.948 5.409
O 5.372 -1.975 5.408
C 6.672 -1.497 5.041
N 1.935 -0.580 5.066
H 3.935 -2.998 3.616
H 3.458 -1.467 3.022
H 2.221 -2.707 3.415
H 2.824 -2.375 5.810
H 4.427 -0.476 6.399
H 4.646 -0.205 4.641
H 6.800 -0.553 5.578
H 6.652 -1.341 3.959
H 7.439 -2.211 5.318
H 1.659 -0.356 4.119
H 2.362 0.258 5.448
C 2.150 3.653 -2.019
C 0.668 3.559 -1.745
C 0.056 4.743 -0.957
O 0.841 5.183 0.127
C 0.041 5.708 1.170
N -0.059 3.266 -2.977
H 2.787 3.760 -1.140
H 2.495 4.452 -2.684
H 2.524 2.759 -2.528
H 0.375 2.705 -1.121
H -0.914 4.379 -0.606
H -0.112 5.535 -1.699
H -0.766 5.073 1.539
H -0.330 6.690 0.860
H 0.712 5.919 2.005
H 0.467 3.493 -3.815
H -0.969 3.673 -3.170
C -3.709 -1.215 -2.666
C -4.340 -0.394 -3.765
C -3.675 0.933 -3.946
O -4.350 1.706 -4.950
C -3.689 2.919 -5.151
N -4.361 -1.185 -5.013
H -4.144 -2.211 -2.631
H -3.841 -0.726 -1.697
H -2.627 -1.339 -2.752
H -5.360 -0.148 -3.448
H -2.626 0.793 -4.243
H -3.713 1.548 -3.041
H -4.069 3.380 -6.061
H -2.610 2.745 -5.315
H -3.678 3.668 -4.347
H -3.796 -0.689 -5.699
H -5.244 -1.276 -5.500
C -4.095 0.017 3.238
C -3.937 0.821 1.943
C -4.735 0.086 0.858
O -6.100 -0.106 1.258
C -6.998 -0.258 0.168
N -4.481 2.167 2.171
H -3.455 -0.870 3.216
H -5.100 -0.333 3.465
H -3.768 0.582 4.115
H -2.907 0.807 1.582
H -4.359 -0.941 0.946
H -4.760 0.557 -0.126
H -7.154 0.720 -0.295
H -7.981 -0.612 0.470
H -6.549 -0.999 -0.497
H -4.948 2.465 1.315
H -5.289 2.090 2.783
O 0.036 0.395 -3.120
H -0.024 0.469 -4.078
H -0.310 1.243 -2.772
O 0.558 -4.191 0.529
H 0.362 -4.004 1.454
H -0.107 -3.678 0.031
C -1.684 -5.589 -2.256
C -1.152 -4.161 -2.476
O -1.664 -3.430 -1.374
O -3.143 -5.658 -2.268
H -1.384 -6.007 -1.300
H -1.384 -6.201 -3.114
H -1.364 -3.736 -3.457
H -0.081 -4.328 -2.311
H -1.473 -2.480 -1.355
H -3.318 -5.224 -3.114
C 0.047 -0.141 0.324
C 1.131 -0.788 1.147
O 2.084 -1.540 0.399
O -0.332 -1.029 -0.721
H 0.383 0.806 -0.110
H -0.768 0.070 1.021
H 0.631 -1.527 1.789
H 1.671 -0.150 1.839
H 1.702 -2.408 0.187
H -0.214 -0.542 -1.552
```

Summary:
Energy relative to the best compared isomer or geometry (same formula, charge and spin) in kcal/mol: 14.45
Molecular weight in g/mol: 695.0
E_HOMO in Ha: -0.335
SMILES string: COC[C@H](C)N.COC[C@H](C)N.COC[C@H](C)N.COC[C@H](C)N.COC[C@H](C)N.COC[C@H](C)N.OCCO.OCCO.O.O
Charge: 0